C17H24BNO6 | wB97M-V/def2-TZVPD

CARTESIAN COORDINATES (ANGSTROEM)
O (-1.192, 0.646, -2.936)
O (1.106, 0.161, -2.862)
O (-0.531, 2.615, -2.050)
O (-0.402, -1.556, -2.582)
O (-2.482, -1.553, -1.666)
O (2.333, -0.273, -1.015)
N (0.962, 0.802, 2.029)
C (1.981, 1.609, 1.351)
C (-2.563, -1.078, 3.827)
C (-1.965, 2.629, -3.990)
C (-1.152, 1.971, -2.886)
C (-1.639, -1.538, 1.240)
C (-2.575, -2.396, 1.785)
C (-1.593, -2.088, -2.334)
C (2.969, 2.027, 2.440)
C (-1.738, -3.457, -2.953)
C (2.549, 1.300, 3.736)
C (-0.042, 0.297, 1.372)
C (2.246, 0.003, -2.216)
C (1.165, 0.696, 3.467)
C (3.453, 0.195, -3.136)
C (-3.037, -2.181, 3.098)
C (-1.117, -0.443, 1.968)
C (-1.656, -0.190, 3.261)
B (-0.170, -0.145, -2.231)
H (0.014, 0.386, 0.269)
H (-1.296, 3.115, -4.715)
H (-2.551, -3.447, -3.690)
H (-0.810, -3.744, -3.455)
H (-2.606, 3.422, -3.594)
H (-2.956, -3.235, 1.196)
H (3.260, 0.508, 3.993)
H (3.661, -0.729, -3.691)
H (3.992, 1.772, 2.148)
H (-2.589, 1.915, -4.537)
H (2.901, 3.110, 2.581)
H (2.499, 1.990, 4.586)
H (2.462, 1.001, 0.570)
H (-2.912, -0.910, 4.848)
H (1.079, -0.335, 3.834)
H (-3.774, -2.863, 3.542)
H (-0.176, -0.044, -0.883)
H (-1.260, -1.680, 0.226)
H (3.224, 0.978, -3.869)
H (1.521, 2.486, 0.867)
H (-2.003, -4.210, -2.202)
H (-1.354, 0.695, 3.822)
H (0.434, 1.304, 4.005)
H (4.332, 0.461, -2.566)

Forces on the atoms, in the same order (eV/Å):
O 0.2 0.7 0.0
O 1.3 0.2 0.4
O -0.4 -0.4 -0.6
O -1.0 -0.5 0.1
O 1.1 -0.8 -0.9
O 0.2 0.2 -1.3
N -1.4 -0.4 -0.5
C 0.7 0.3 -0.6
C -0.2 0.0 -0.2
C -0.2 0.1 -0.3
C 0.1 0.1 0.4
C 0.8 0.6 -0.3
C -0.5 -0.1 0.7
C -0.5 0.5 0.6
C 0.0 0.3 0.2
C 0.0 -0.3 -0.3
C 0.3 -0.2 0.0
C 1.1 0.6 0.6
C -0.1 -0.2 0.5
C 0.4 0.5 1.0
C -0.5 0.1 0.0
C 0.3 0.0 -0.5
C -1.3 -0.9 1.0
C 0.4 -0.3 -0.3
B -0.6 0.0 1.9
H -0.1 0.1 0.6
H 0.0 -0.2 0.3
H 0.2 0.1 0.2
H -0.2 0.0 0.1
H 0.2 -0.1 0.1
H 0.2 0.4 0.2
H -0.1 0.2 -0.1
H -0.2 0.1 0.2
H -0.2 0.1 0.1
H 0.2 0.0 0.2
H 0.2 -0.2 0.0
H 0.1 -0.2 -0.2
H -0.4 0.1 0.2
H 0.0 0.0 -0.4
H -0.1 0.2 -0.4
H 0.4 0.3 -0.2
H -0.2 -0.2 -3.4
H -0.3 -0.1 0.4
H 0.1 -0.2 0.2
H 0.0 -0.5 0.2
H 0.1 0.2 0.0
H -0.2 -0.4 -0.2
H 0.0 -0.2 -0.3
H 0.1 0.0 0.2

The HOMO energy comes out at -8.70 eV. The value obtained for the calculated total energy is -32472.571 eV. The value obtained for the LUMO energy is -0.0327 Eh. The molar mass is 349.19 g/mol.

C17H24BiF9GeO3 | wB97M-V/def2-TZVPD

CARTESIAN COORDINATES (ANGSTROEM)
Bi (-0.009, 0.322, -2.205)
Ge (0.078, -0.512, 1.156)
F (2.403, -2.434, -0.180)
F (4.196, -1.911, -1.263)
F (2.248, -1.752, -2.218)
F (2.342, 0.814, -2.758)
F (3.525, -0.845, 1.541)
F (4.421, 0.523, -2.244)
F (3.292, 2.090, -1.287)
F (3.111, 1.263, 1.282)
F (4.858, 0.380, 0.369)
O (-0.502, 2.164, -1.405)
O (1.383, 0.134, -0.435)
O (0.288, 3.180, -2.034)
C (-3.594, -1.624, -0.507)
C (0.162, 1.913, -4.161)
C (-0.127, 3.200, -3.374)
C (-1.536, 0.426, 0.594)
C (3.588, 0.178, 0.691)
C (-2.664, -0.243, 1.434)
C (-0.984, 1.687, -4.918)
C (-2.067, 2.530, -4.508)
C (-1.600, 3.390, -3.574)
C (-0.649, -2.716, 3.712)
C (2.758, -0.126, -0.602)
C (0.254, -0.376, 4.137)
C (0.467, -1.876, 4.316)
C (0.801, 0.188, 2.811)
C (3.287, 0.846, -1.699)
C (-3.098, -1.621, 0.933)
C (2.934, -1.599, -1.060)
H (-4.364, -0.865, -0.666)
H (-2.298, -2.360, 1.040)
H (-2.787, -1.440, -1.227)
H (-2.170, 4.126, -3.023)
H (-1.884, 0.380, -0.444)
H (-1.425, 1.481, 0.843)
H (0.619, 1.265, 2.752)
H (0.145, -1.947, 0.646)
H (0.530, -2.095, 5.382)
H (-0.906, -2.417, 2.688)
H (0.772, 0.177, 4.923)
H (-0.384, -3.772, 3.662)
H (1.877, 0.049, 2.799)
H (0.425, 4.016, -3.858)
H (-3.069, 2.484, -4.908)
H (-1.039, 0.991, -5.748)
H (1.440, -2.164, 3.904)
H (-3.894, -1.972, 1.591)
H (-1.566, -2.629, 4.297)
H (-0.804, -0.128, 4.252)
H (1.138, 1.677, -4.570)
H (-2.376, -0.287, 2.490)
H (-4.021, -2.589, -0.772)
H (-3.525, 0.429, 1.401)

Forces on the atoms, in the same order (eV/Å):
Bi -0.2 0.3 -0.1
Ge 0.2 0.0 -0.3
F 0.0 0.0 0.0
F -0.1 0.0 0.0
F -0.1 -0.1 -0.2
F -0.1 0.0 0.1
F 0.0 0.0 0.0
F 0.1 -0.1 0.0
F 0.0 0.0 0.0
F 0.0 0.1 0.0
F 0.0 0.0 0.0
O 0.1 -0.1 0.0
O 0.2 0.0 0.3
O 0.0 0.0 0.0
C 0.0 0.0 0.0
C -0.1 -0.1 0.0
C 0.0 -0.1 0.0
C -0.2 -0.2 0.3
C 0.1 -0.1 -0.1
C -0.1 0.2 -0.1
C 0.0 0.0 0.0
C 0.0 0.0 0.0
C 0.0 0.0 0.0
C -0.1 -0.1 0.0
C 0.0 0.1 -0.1
C -0.1 0.0 -0.1
C 0.0 0.0 0.1
C 0.1 0.1 0.1
C -0.2 0.1 -0.1
C 0.0 -0.1 0.1
C 0.3 0.0 0.1
H 0.0 0.0 0.0
H 0.0 0.0 0.0
H 0.0 0.0 0.0
H 0.0 0.0 0.0
H 0.1 0.0 0.0
H 0.0 0.0 0.0
H 0.0 0.0 -0.1
H 0.0 0.0 0.2
H 0.0 0.0 0.0
H 0.0 0.0 0.0
H 0.0 0.0 0.0
H 0.0 0.0 0.0
H 0.0 -0.1 0.0
H 0.0 0.0 0.0
H 0.0 0.0 0.0
H 0.0 0.0 0.0
H 0.0 0.0 0.0
H 0.0 0.0 0.0
H 0.0 0.0 0.0
H 0.0 0.0 0.0
H 0.0 0.0 0.0
H 0.0 -0.1 0.0
H 0.0 0.0 0.0
H 0.0 0.0 0.0

The HOMO energy comes out at -16.44 eV. The calculation puts the energy relative to the best compared isomer or geometry (same formula, charge and spin) at 2.659 eV. The value obtained for the calculated total energy is -110953.884 eV. The value obtained for the LUMO energy is -0.3269 Eh. As for the charge: +2. The molar mass is 728.95 g/mol.

C17H24BrF2NO7PSi | wB97M-V/def2-TZVPD

CARTESIAN COORDINATES (ANGSTROEM)
Br (-2.638, 4.697, 3.776)
P (-3.585, 2.532, 3.765)
Si (0.477, -0.032, 2.765)
F (-2.937, -0.013, 2.354)
F (-3.420, 0.900, 0.415)
O (-0.406, -3.217, -5.747)
O (0.038, -1.965, -7.570)
O (1.132, -2.988, -1.419)
O (-5.122, 3.009, 4.202)
O (0.029, -1.181, -2.116)
O (1.486, -0.996, -0.415)
O (-1.440, -1.250, -6.066)
N (-3.787, 2.153, 2.227)
C (-2.926, 1.208, 1.687)
C (2.229, 2.189, 2.721)
C (-0.586, -2.241, -6.401)
C (-1.493, 1.673, 1.458)
C (-0.369, 0.515, 4.356)
C (4.599, 0.732, 3.053)
C (4.632, 2.122, 2.978)
C (-0.459, 0.537, 1.227)
C (2.188, 0.788, 2.823)
C (0.939, -1.655, -1.236)
C (-1.216, -0.145, -6.947)
C (0.131, -3.461, -2.327)
C (3.457, 2.841, 2.797)
C (-0.243, -2.205, -3.080)
C (3.372, 0.071, 2.977)
C (-0.599, -0.823, -8.154)
C (0.632, -1.911, 2.895)
H (-1.440, 0.346, 4.346)
H (0.129, -0.202, -8.669)
H (1.320, 2.759, 2.594)
H (0.052, -0.098, 5.158)
H (3.341, -1.008, 3.038)
H (-0.533, 0.556, -6.464)
H (0.529, -4.240, -2.971)
H (-1.284, -2.179, -3.382)
H (-1.527, 2.259, 0.545)
H (-0.907, -0.309, 0.712)
H (-0.703, -3.864, -1.749)
H (0.387, -2.041, -3.946)
H (3.510, 3.919, 2.719)
H (-0.329, -2.380, 2.695)
H (-1.347, -1.167, -8.869)
H (-0.121, 1.544, 4.606)
H (5.576, 2.641, 3.062)
H (-2.150, 0.363, -7.168)
H (-1.147, 2.337, 2.246)
H (5.508, 0.159, 3.180)
H (-5.556, 2.242, 4.580)
H (0.285, 0.946, 0.548)
H (0.874, -2.150, 3.932)
H (1.417, -2.316, 2.260)

Forces on the atoms, in the same order (eV/Å):
Br 0.0 0.6 0.0
P -0.3 -0.9 0.0
Si -0.4 -0.1 0.2
F 0.1 -0.4 0.1
F 0.0 -0.6 -0.2
O 0.0 -0.2 -0.3
O -0.1 0.0 0.0
O 0.0 0.1 -0.1
O 0.1 0.7 0.0
O 0.0 -0.1 0.0
O 0.3 -0.2 0.0
O 0.0 0.0 -0.1
N 0.2 -0.6 0.4
C -0.3 1.8 -0.3
C 0.8 -0.5 0.1
C 0.0 -0.1 0.0
C 0.6 -0.8 -0.3
C 0.5 -0.3 -0.1
C -0.4 0.1 0.0
C 0.0 -0.4 0.0
C 0.0 0.6 0.3
C -0.6 -0.1 -0.2
C -0.1 0.0 0.1
C 0.0 0.2 -0.1
C -0.1 -0.2 -0.1
C -0.2 0.0 0.0
C -0.1 0.1 0.2
C 0.3 0.5 0.0
C 0.0 0.1 -0.1
C 0.2 0.4 0.2
H -0.2 0.2 0.0
H 0.1 -0.1 0.1
H -0.1 0.1 0.0
H 0.0 0.0 0.1
H 0.0 -0.1 0.0
H 0.0 0.0 0.0
H 0.2 0.0 0.1
H 0.0 0.1 0.1
H -0.2 0.3 0.0
H -0.1 -0.1 0.0
H 0.0 0.1 0.0
H 0.1 0.0 0.0
H -0.1 0.1 0.0
H -0.1 -0.1 -0.2
H 0.0 0.0 0.0
H -0.3 0.2 0.0
H 0.1 0.1 0.0
H -0.1 -0.1 0.1
H -0.3 0.1 0.2
H 0.1 0.0 0.0
H 0.0 -0.2 0.0
H 0.2 -0.2 -0.1
H 0.1 0.0 0.1
H -0.1 -0.2 -0.2

The HOMO energy comes out at -3.97 eV. The calculation puts the energy relative to the best compared isomer or geometry (same formula, charge and spin) at 0.000 eV. The value obtained for the calculated total energy is -126489.411 eV. The value obtained for the LUMO energy is 0.0622 Eh. As for the charge: -1. The molar mass is 531.34 g/mol.

C17H24ClGaNO9 | wB97M-V/def2-TZVPD

CARTESIAN COORDINATES (ANGSTROEM)
Ga (-0.534, -1.650, -0.981)
Cl (0.431, -4.571, 2.584)
O (2.678, -8.922, 6.989)
O (1.172, -7.205, 7.110)
O (-0.543, 5.417, -2.490)
O (-3.720, -0.408, -2.194)
O (1.493, 5.898, -3.414)
O (0.667, 7.232, -1.797)
O (1.906, -7.896, 5.096)
O (-4.826, 0.931, -3.683)
O (-3.203, 1.811, -2.393)
N (2.749, 2.754, -0.982)
C (-3.901, 0.682, -2.711)
C (2.326, 7.040, -3.352)
C (0.293, -3.220, 0.084)
C (2.212, 0.042, -0.397)
C (3.075, 1.389, -0.485)
C (-0.456, -3.254, 1.569)
C (-3.544, 2.791, -3.355)
C (0.716, -6.264, 6.157)
C (-0.304, -1.829, 2.384)
C (-4.879, 2.336, -3.850)
C (0.836, -7.000, 4.862)
C (2.008, 7.626, -2.014)
C (0.451, 6.120, -2.560)
C (0.687, 0.021, -0.966)
C (0.286, 1.488, -1.547)
C (1.980, -8.082, 6.446)
C (1.344, 2.689, -1.473)
H (2.677, -0.932, 0.077)
H (1.360, -5.379, 6.197)
H (-3.586, 3.784, -2.900)
H (0.253, -0.986, 1.794)
H (-0.786, 1.667, -2.001)
H (2.065, 7.714, -4.175)
H (-0.064, -7.578, 4.625)
H (-5.045, 2.596, -4.899)
H (2.099, 8.715, -2.004)
H (0.048, -4.224, -0.496)
H (-1.402, -1.466, 2.661)
H (-5.705, 2.732, -3.250)
H (-1.969, -1.256, -0.400)
H (3.379, 6.758, -3.443)
H (1.063, -6.335, 4.025)
H (0.953, 3.733, -1.907)
H (0.300, -1.981, 3.394)
H (-0.314, -5.963, 6.371)
H (-0.635, -2.123, -2.538)
H (4.197, 1.297, -0.078)
H (2.632, 7.209, -1.217)
H (1.458, -3.184, 0.206)
H (-1.591, -3.551, 1.465)
H (-2.785, 2.792, -4.144)

Forces on the atoms, in the same order (eV/Å):
Ga 0.0 -0.2 -0.5
Cl -0.8 0.4 -0.2
O -1.5 1.8 -1.1
O 0.6 -0.9 -0.2
O 2.1 1.7 -0.2
O -0.7 2.9 -1.5
O -0.8 0.0 0.6
O -0.4 -0.7 -0.5
O 0.4 -0.4 1.2
O 0.4 -0.2 0.3
O -0.5 -0.6 -0.1
N -4.6 -6.2 0.0
C 0.7 -2.9 1.5
C 0.8 0.2 -0.7
C -0.3 -1.3 1.3
C -1.7 3.4 -1.7
C -0.7 -0.7 0.0
C 0.7 1.4 -1.7
C 0.6 1.0 -0.1
C -0.6 1.1 0.0
C -0.4 -0.1 0.8
C -0.7 0.4 -0.5
C -0.5 0.4 -1.1
C 0.6 0.7 0.7
C -2.0 -1.5 0.1
C 3.9 4.9 0.1
C 3.7 -0.6 1.7
C 1.3 -1.6 0.8
C -0.6 -0.9 -0.1
H -0.9 2.3 -1.1
H -0.1 -0.1 0.0
H 0.2 -0.2 0.1
H -1.2 -1.8 0.8
H 2.5 -0.3 1.1
H 0.0 0.0 0.1
H 0.1 0.1 0.0
H 0.0 -0.2 0.1
H -0.2 -0.2 0.1
H 0.5 1.9 1.3
H 2.5 -0.6 -0.6
H 0.1 0.0 0.0
H 0.2 -0.1 0.2
H -0.2 -0.1 0.0
H 0.0 -0.4 0.2
H 1.0 -2.7 1.1
H -1.4 0.2 -2.1
H 0.2 -0.1 0.1
H 0.1 0.1 0.2
H -2.6 0.3 -0.9
H -0.1 0.0 -0.1
H -2.2 0.0 0.1
H 2.5 0.4 0.3
H -0.1 0.0 0.1

The HOMO energy comes out at -5.14 eV. The value obtained for the calculated total energy is -102828.330 eV. The value obtained for the LUMO energy is 0.0778 Eh. As for the charge: -1. The molar mass is 491.55 g/mol.

C17H24ClN2OS | wB97M-V/def2-TZVPD

CARTESIAN COORDINATES (ANGSTROEM)
Cl (2.126, -0.257, 1.595)
S (2.798, 3.473, 3.672)
O (0.588, 2.045, 5.156)
N (4.029, 1.783, 5.146)
N (-0.519, -0.316, 1.651)
C (0.577, 0.306, 2.022)
C (-1.715, 0.461, 1.304)
C (1.565, -0.106, 5.423)
C (-0.537, -1.758, 1.320)
C (0.934, -1.541, 7.274)
C (2.186, -2.463, 5.410)
C (4.404, 3.823, 4.195)
C (4.340, 0.667, 6.026)
C (-0.624, 2.408, 4.455)
C (1.548, -2.630, 6.643)
C (1.627, 1.232, 4.810)
C (4.943, 2.785, 4.896)
C (0.889, -0.295, 6.649)
C (5.023, 5.164, 4.014)
C (2.249, -1.191, 4.841)
C (2.828, 1.905, 4.476)
C (6.325, 2.687, 5.455)
H (-1.568, 0.987, 0.350)
H (4.868, 5.564, 3.007)
H (4.602, 5.886, 4.728)
H (6.374, 2.825, 6.547)
H (0.489, -1.660, 8.266)
H (-1.924, 1.198, 2.084)
H (-1.162, 1.515, 4.110)
H (6.948, 3.470, 5.013)
H (1.542, -3.615, 7.117)
H (-0.412, 3.107, 3.633)
H (-1.589, -2.031, 1.200)
H (0.005, -1.948, 0.385)
H (0.539, 1.342, 2.389)
H (2.820, -0.984, 3.937)
H (-1.222, 2.922, 5.219)
H (-0.094, -2.344, 2.134)
H (5.290, 0.865, 6.525)
H (6.806, 1.726, 5.220)
H (-2.549, -0.233, 1.216)
H (2.656, -3.306, 4.900)
H (3.587, 0.535, 6.811)
H (6.098, 5.112, 4.201)
H (4.450, -0.262, 5.456)
H (0.373, 0.551, 7.107)

Forces on the atoms, in the same order (eV/Å):
Cl -0.8 -0.1 0.4
S -0.2 -0.8 0.3
O -1.3 1.6 0.4
N -0.3 -1.1 -0.9
N 1.4 0.0 0.3
C -0.3 0.4 -0.8
C -0.3 0.3 0.3
C 0.3 -0.3 0.2
C 0.1 0.0 -0.1
C -0.1 0.1 -0.2
C 0.0 0.3 0.2
C 1.0 -0.5 0.6
C 0.4 -0.2 0.3
C 1.0 -0.6 0.5
C 0.1 -0.1 -0.1
C 0.7 -0.5 -1.1
C -0.3 0.9 -0.3
C 0.1 -0.3 -0.3
C 0.0 0.4 -0.2
C -0.4 0.2 0.2
C -1.0 0.5 1.6
C 0.5 0.3 0.0
H 0.0 -0.3 0.3
H 0.1 -0.1 0.1
H 0.1 -0.1 -0.2
H -0.2 -0.1 -0.3
H 0.1 0.0 -0.4
H 0.0 -0.1 -0.1
H 0.0 0.1 0.0
H -0.1 -0.2 0.1
H 0.0 0.3 -0.1
H 0.0 -0.2 0.1
H 0.3 -0.1 0.0
H -0.2 0.1 0.2
H 0.0 -0.6 -0.3
H -0.2 -0.3 0.2
H 0.1 -0.2 -0.4
H -0.1 0.3 -0.2
H -0.2 0.0 -0.1
H -0.2 0.2 0.0
H 0.0 0.2 0.1
H -0.1 0.2 0.3
H 0.0 0.1 -0.4
H -0.2 0.1 -0.1
H -0.1 0.1 0.2
H 0.2 -0.3 -0.1

The HOMO energy comes out at -9.00 eV. The value obtained for the calculated total energy is -46394.465 eV. The value obtained for the LUMO energy is -0.1621 Eh. As for the charge: +1. The molar mass is 339.91 g/mol.

C17H24F6N6O3RuSSb | wB97M-V/def2-TZVPD

CARTESIAN COORDINATES (ANGSTROEM)
Sb (-4.469, -1.276, 1.643)
Ru (0.867, -0.445, 0.095)
S (2.714, 0.593, 1.259)
F (-4.842, 0.499, 2.154)
F (-2.631, -0.837, 1.358)
F (-3.982, -3.081, 1.173)
F (-4.782, -0.902, -0.176)
F (-6.247, -1.804, 1.915)
F (-3.994, -1.727, 3.421)
O (-0.380, -1.124, -1.392)
O (-0.758, 0.916, 0.065)
O (0.338, -1.894, 1.422)
N (1.655, 1.105, -1.005)
N (-1.577, 0.601, -0.915)
N (-1.246, -2.924, 2.635)
N (-1.188, -3.220, 0.346)
N (-1.437, -0.408, -1.640)
N (2.980, 2.896, -0.210)
C (5.086, -1.912, 0.589)
C (2.629, 3.613, -1.293)
C (-0.705, -2.637, 1.446)
C (-2.725, 1.448, -1.130)
C (-3.294, 1.526, -2.392)
C (3.313, -2.243, 2.304)
C (1.292, 1.806, -2.074)
C (3.098, -3.336, 0.058)
C (2.477, 1.695, -0.128)
C (2.863, -0.892, 0.177)
C (-4.411, 2.327, -2.561)
C (3.577, -2.087, 0.806)
C (-4.936, 3.030, -1.485)
C (-3.224, 2.144, -0.047)
C (-4.346, 2.937, -0.235)
C (3.194, 4.991, -1.393)
C (1.779, 3.084, -2.260)
H (-4.876, 2.395, -3.535)
H (3.819, -3.141, 2.663)
H (-4.771, 3.459, 0.610)
H (-1.016, -2.282, 3.374)
H (-2.764, 2.028, 0.923)
H (-2.150, -3.532, 0.376)
H (2.792, 5.532, -2.246)
H (-2.881, 0.957, -3.212)
H (2.253, -2.336, 2.520)
H (2.037, -3.511, 0.236)
H (5.447, -1.002, 1.075)
H (5.326, -1.851, -0.475)
H (2.978, 5.540, -0.477)
H (-2.191, -3.280, 2.646)
H (3.658, -4.209, 0.398)
H (3.254, -3.230, -1.018)
H (-5.817, 3.644, -1.621)
H (0.607, 1.330, -2.765)
H (-0.874, -2.823, -0.530)
H (4.279, 4.931, -1.485)
H (3.365, -0.584, -0.741)
H (3.718, -1.400, 2.871)
H (1.487, 3.661, -3.125)
H (5.632, -2.758, 1.011)

Forces on the atoms, in the same order (eV/Å):
Sb 0.2 -0.2 0.0
Ru 0.1 0.2 0.6
S 0.0 -0.1 -0.1
F 0.0 0.0 0.0
F -0.1 0.3 -0.1
F 0.0 0.0 0.0
F 0.0 0.0 0.0
F 0.0 0.0 0.0
F 0.0 0.0 0.0
O 0.2 -0.2 -0.1
O -0.1 -0.2 0.1
O -0.4 0.0 0.0
N 0.0 0.4 -0.2
N -0.1 0.2 0.1
N 0.0 -0.1 0.0
N 0.0 0.0 0.1
N -0.1 -0.2 -0.2
N 0.0 0.0 0.0
C 0.0 0.0 0.0
C 0.0 0.0 0.0
C 0.2 0.0 -0.1
C 0.0 0.0 0.0
C 0.0 0.0 0.0
C 0.0 0.0 0.0
C 0.1 0.0 -0.1
C 0.0 0.0 0.0
C 0.1 0.0 0.1
C -0.2 -0.1 -0.2
C 0.0 0.0 0.0
C 0.1 0.0 0.0
C 0.0 0.0 0.0
C 0.0 0.0 0.0
C 0.0 0.0 0.1
C 0.0 0.0 0.0
C 0.0 0.0 0.0
H 0.0 0.0 0.0
H 0.0 0.0 0.0
H 0.0 0.0 0.0
H 0.0 0.0 0.0
H 0.0 0.0 0.0
H 0.0 0.0 0.0
H 0.0 0.0 0.0
H 0.0 0.0 0.0
H 0.0 0.0 0.0
H 0.0 0.0 0.0
H 0.0 0.0 0.0
H 0.0 0.0 0.0
H 0.0 0.0 0.0
H 0.0 0.0 0.0
H 0.0 0.0 0.0
H 0.0 0.0 0.0
H 0.0 0.0 0.0
H 0.0 0.0 0.0
H 0.0 0.0 0.0
H 0.0 0.0 0.0
H 0.2 -0.1 0.1
H 0.0 0.0 0.0
H 0.0 0.0 0.0
H 0.0 0.0 0.0

The HOMO energy (alpha / beta) comes out at -8.79 / -8.69 eV. The calculation puts the energy relative to the best compared isomer or geometry (same formula, charge and spin) at 0.000 eV. The value obtained for the calculated total energy is -69364.175 eV. The value obtained for the LUMO energy (alpha / beta) is -0.0316 / -0.0529 Eh. The spin multiplicity is 2. The molar mass is 729.30 g/mol.

- Which of these has the lowest calculated total energy?
  C17H24BrF2NO7PSi